[1]
An isolated ion of composition C5H12N5 and charge +1 in a non-equilibrium geometry. Source: the Open Molecules 2025 dataset; level of theory: ωB97M-V with the def2-TZVPD basis set.

Computed properties:
SMILES: NN/C(N)=C(N)/C=C\C=[NH2+]
HOMO energy: -11.56 eV
Gap between HOMO and LUMO: 7.69 eV
Charge: +1
Total energy: -471.1620 Eh
ΔE to the lowest compared entry with this formula, charge and spin: 92.0 kcal per mole

Each line ends with the Löwdin charge.
Positions of all 22 atoms, in Å:
C1 2.02090 0.61978 -0.74852  -0.172
C2 0.80670 1.45325 -0.47128  -0.036
C3 2.56388 -0.35078 0.04184  -0.175
C4 -0.43531 0.99815 -0.08518  -0.235
C5 -0.86469 -0.40975 -0.62548  -0.215
N1 -1.44327 1.74264 0.48875  0.092
N2 0.00703 -0.97560 -1.43875  0.213
N3 -2.93626 -0.54294 0.74961  0.059
N4 -2.07718 -0.88459 -0.36251  0.049
N5 2.15059 -0.74094 1.34857  0.059
H1 2.48318 0.70843 -1.79028  0.138
H2 1.00810 2.47267 -0.44579  0.095
H3 3.42443 -0.92985 -0.24205  0.114
H4 -1.13628 2.50038 1.17224  0.148
H5 -2.11554 1.11576 0.96639  0.054
H6 0.70187 -0.26845 -1.59636  0.057
H7 -0.34518 -1.81468 -1.94145  0.171
H8 -2.53283 -0.69397 1.70361  0.136
H9 -3.70563 -1.19956 0.61400  0.117
H10 -2.29494 -1.64005 -0.95708  0.144
H11 2.91290 -1.25386 1.73749  0.072
H12 1.80756 0.09394 1.88222  0.115

Forces on atoms 1 to 3 (eV/Å):
0.826 -0.800 -1.300
-0.609 -2.291 1.106
-1.008 0.863 0.965

***

[2]
An isolated ion of composition C5H12NO and charge -1 in a non-equilibrium geometry. Source: the Open Molecules 2025 dataset; level of theory: ωB97M-V with the def2-TZVPD basis set.

Computed properties:
SMILES: CCNCCC[O-]
HOMO energy: -2.52 eV
Gap between HOMO and LUMO: 6.69 eV
Charge: -1
Total energy: -327.6314 Eh
ΔE to the lowest compared entry with this formula, charge and spin: 40.6 kcal per mole

Each line ends with the Löwdin charge.
Positions of all 19 atoms, in Å:
C1 0.70094 -1.48867 -0.43291  -0.349
N1 -0.19605 -0.65176 0.21983  -0.134
C2 0.39072 0.41923 1.06190  -0.269
C3 0.49029 1.77665 0.34720  -0.196
C4 -1.02169 2.33977 0.29413  -0.523
O1 -1.89701 1.39248 -0.09021  -0.356
C5 -0.08952 -2.67474 -1.16021  -0.090
H1 1.31431 -2.02909 0.35099  0.096
H2 1.36510 -0.99505 -1.16885  0.091
H3 -1.15660 -0.21919 0.25601  0.098
H4 1.40223 0.15727 1.42444  0.088
H5 -0.24440 0.46532 1.97400  0.107
H6 0.70140 1.65225 -0.73415  0.089
H7 1.30279 2.43095 0.63868  0.066
H8 -1.10957 3.23834 -0.37280  0.067
H9 -1.20685 2.77031 1.31912  0.065
H10 0.23883 -3.57570 -0.65986  0.041
H11 0.14699 -2.59770 -2.23911  0.055
H12 -1.13191 -2.41066 -1.02820  0.053

Forces on atoms 1 to 3 (eV/Å):
-0.742 -2.108 -0.434
0.038 2.367 3.297
1.012 -0.380 0.052

***

Question: Which of these has the lowest ΔE to the lowest compared entry with this formula, charge and spin?
Answer: C5H12NO